# 1
Here is a 2-piece molecular cluster, ClF2OS overall from the Open Molecules 2025 dataset. Energies are from ωB97M-V with the def2-TZVPD basis set.

Output
- LUMO level (spin up / spin down) (eV) = -9.453 / -10.940
- energy relative to the best compared isomer or geometry (same formula, charge and spin) (kcal/mol) = 97.1
- HOMO (spin up / spin down) (Eh) = -0.6882 / -0.7249
- gap between HOMO and LUMO (spin up / spin down) (eV) = 9.27 / 8.79
- total charge = +1

Geometry (Å):
O -1.463927 0.044127 -0.604007
F 0.679898 2.096155 0.727309
F 0.808316 -0.312546 -1.303388
S -0.172233 -0.186620 -0.072710
Cl 0.147946 -1.641116 1.252796

Forces on the atoms, in the same order (eV/Å):
0.021 -0.454 0.657
-0.173 -0.620 -0.168
-0.677 -0.407 1.903
0.919 0.960 -1.425
-0.089 0.522 -0.967

Results of the natural (NBO) charge analysis, in e, for atoms 1 through 2: number 1, O, carries -0.5821; number 2, F, carries -0.0475

---

# 2
Here is ClF3O4Sr as an isolated structure from the Open Molecules 2025 dataset. Energies are from ωB97M-V with the def2-TZVPD basis set.

Output
- expectation value of S² = 0.76
- LUMO level (spin up / spin down) (eV) = 1.801 / -2.099
- spin multiplicity = 2
- HOMO (spin up / spin down) (Eh) = -0.2319 / -0.2282
- gap between HOMO and LUMO (spin up / spin down) (eV) = 8.11 / 4.11
- total charge = -1

Geometry (Å):
Sr 10.340800 16.512420 -23.745450
F 12.069770 14.852940 -22.853270
F 8.714900 18.658350 -22.811820
F 12.968860 16.889230 -24.789150
Cl 9.068100 12.829990 -22.667460
O 9.792890 12.936500 -21.486120
O 9.014750 14.159220 -23.093470
O 9.875020 12.204810 -23.588340
O 8.011920 11.939090 -22.212170

Forces on the atoms, in the same order (eV/Å):
-0.016 0.221 1.086
-0.193 1.009 -0.680
1.249 -1.536 -0.808
-1.340 -0.538 0.779
2.089 -3.979 4.924
2.632 0.890 4.122
-3.479 5.271 -2.573
1.370 -2.831 -4.313
-2.313 1.493 -2.537

Results of the natural (NBO) charge analysis, in e, for atoms 1 through 2: number 1, Sr, carries 1.9241; number 2, F, carries -0.3996